This record from the OMol25 dataset describes 3 unconnected molecules or ions with the total composition C38H79IN2O9S2. The level of theory is ωB97M-V/def2-TZVPD.

```
131
Properties=species:S:1:pos:R:3:mulliken_charge:R:1
C 1.57072 -1.71167 3.62508 -0.992
C 1.00265 -0.31239 3.90220 -0.600
C 2.01268 0.83892 3.86583 -0.491
C 2.83497 0.95113 2.58712 -0.630
C 2.02737 1.42791 1.37943 -0.515
C 2.81555 1.28700 0.08016 0.197
C 2.05377 1.77363 -1.14630 -0.905
C 2.49336 1.07692 -2.43611 -0.534
N 2.45970 -0.38296 -2.28574 0.644
C 3.41445 -1.09480 -3.15364 -1.200
C 3.56217 -2.55406 -2.77329 -0.554
C 4.07862 -2.74563 -1.35429 -0.041
C 4.43450 -4.19836 -1.03395 -1.182
C 3.20724 -5.11913 -0.96750 -0.410
C 3.51428 -6.58217 -1.29625 -0.712
C 2.31379 -7.37604 -1.82376 -0.609
C 1.03912 -7.25757 -0.97784 -1.041
C 1.14894 -0.92174 -2.33955 -0.372
S 0.51104 -1.79193 -1.12110 -0.154
S 0.31999 -0.58049 -3.83939 0.076
C -1.20195 -1.52435 -3.75188 -1.313
C -2.29329 -0.91138 -2.87914 -0.025
C -3.15646 0.14095 -3.62009 -0.055
C -4.61287 -0.25645 -3.72967 -0.768
O -5.23839 0.02935 -2.48709 -0.294
C -6.61685 -0.24679 -2.44673 -0.797
C -6.96691 -1.05508 -1.21176 -0.414
I -5.91533 -2.94758 -1.29959 -0.059
N -8.37774 -1.26596 -1.06188 -0.084
C -9.04090 -0.48763 -0.01761 -0.749
C -10.29616 -1.22082 0.47207 -0.410
C -9.98054 -2.28947 1.47870 0.421
O -10.31389 -3.43741 1.40841 -0.545
O -9.25282 -1.80342 2.51457 -0.453
H 0.87224 -2.29710 3.02654 0.213
H 1.74038 -2.26296 4.54904 0.353
H 2.50749 -1.68548 3.07217 0.226
H 0.56951 -0.32291 4.90543 0.399
H 0.17430 -0.10154 3.22450 0.353
H 1.45294 1.76730 4.01775 0.324
H 2.70270 0.77586 4.71238 0.177
H 3.32245 0.00991 2.32954 0.231
H 3.63938 1.67384 2.75812 0.349
H 1.14063 0.79128 1.29450 0.256
H 1.70469 2.46010 1.53803 0.229
H 3.07020 0.23093 -0.02277 -0.394
H 3.76652 1.82035 0.19013 0.389
H 2.21027 2.84761 -1.26692 0.647
H 0.98347 1.59023 -1.01058 0.261
H 3.51601 1.37148 -2.67838 0.611
H 1.87108 1.42293 -3.26706 -0.216
H 3.16990 -0.97156 -4.21573 0.226
H 4.37754 -0.60833 -2.98472 0.613
H 2.62798 -3.09694 -2.93007 0.188
H 4.28513 -3.00870 -3.45898 0.494
H 3.34284 -2.41134 -0.61879 -0.098
H 4.96469 -2.12121 -1.20267 0.377
H 4.93290 -4.22850 -0.06291 0.385
H 5.13823 -4.57798 -1.78064 0.421
H 2.39915 -4.75457 -1.60503 0.365
H 2.82759 -5.07594 0.05631 0.366
H 3.92046 -7.09539 -0.42072 0.320
H 4.29655 -6.61050 -2.05978 0.346
H 2.60282 -8.42964 -1.84269 0.410
H 2.12030 -7.10276 -2.86253 0.316
H 0.96442 -8.07816 -0.26469 0.339
H 0.97857 -6.31302 -0.44225 0.269
H 0.15472 -7.32184 -1.61273 0.271
H -1.56065 -1.61753 -4.77815 0.557
H -0.94664 -2.52740 -3.40899 0.600
H -1.87680 -0.46661 -1.97962 0.251
H -2.94840 -1.71494 -2.53467 0.100
H -2.76569 0.29691 -4.62633 -0.168
H -3.10991 1.08498 -3.07737 0.296
H -4.70473 -1.32908 -3.93718 0.391
H -5.10114 0.30218 -4.53628 0.400
H -6.93506 -0.77980 -3.34846 0.494
H -7.16616 0.70171 -2.39058 0.250
H -6.57385 -0.52975 -0.34550 0.435
H -8.83705 -1.12610 -1.95282 0.242
H -8.35084 -0.36118 0.81243 0.520
H -9.33814 0.50560 -0.36799 0.293
H -10.96847 -0.50947 0.95282 0.363
H -10.79741 -1.70820 -0.36051 0.255
H -9.46035 -2.33414 3.29505 0.331
C 3.65492 4.77381 9.82813 -0.812
O 2.84346 3.62371 9.91643 -0.310
C 1.99759 3.38048 8.81119 -0.636
C 2.18797 2.01929 8.17341 -0.163
O 3.44876 1.75898 7.58691 -0.365
C 4.59919 1.63748 8.40097 -0.269
C 4.62910 0.46576 9.35969 -0.518
O 3.68092 0.56213 10.40317 -0.311
C 2.85684 -0.56482 10.59883 -0.798
H 3.15717 5.64120 10.27363 0.280
H 4.57351 4.57960 10.38318 0.242
H 3.91999 5.00485 8.79231 0.384
H 2.11937 4.15839 8.04983 0.371
H 0.95921 3.42126 9.16366 0.371
H 1.48496 1.98172 7.33608 0.386
H 1.89959 1.21504 8.85392 0.084
H 4.83054 2.57093 8.91845 0.059
H 5.41347 1.46442 7.69197 0.407
H 5.63165 0.44710 9.80636 0.386
H 4.49813 -0.46572 8.79842 0.324
H 2.70848 -1.12613 9.67161 0.379
H 1.88427 -0.21470 10.94755 0.241
H 3.27653 -1.23302 11.35764 0.275
C 0.52269 5.14313 -4.19468 -0.835
O 0.61268 4.21963 -5.25738 -0.387
C 0.01632 2.95833 -5.02548 -0.110
C -1.02706 2.57487 -6.05305 0.161
O -2.17922 3.39263 -6.11275 -0.397
C -2.08566 4.70541 -6.62970 -0.264
C -1.77354 4.82387 -8.10615 -0.480
O -0.46804 4.39708 -8.43969 -0.327
C -0.36816 3.46750 -9.49492 -0.779
H 1.39635 5.07320 -3.53807 0.295
H 0.49131 6.14607 -4.62233 0.286
H -0.38384 4.99182 -3.60150 0.373
H -0.42268 2.90896 -4.02238 0.340
H 0.80359 2.19749 -5.07700 0.048
H -1.40118 1.59609 -5.74073 -0.031
H -0.57811 2.43709 -7.03911 -0.007
H -1.41006 5.32792 -6.03910 0.061
H -3.08929 5.11998 -6.50097 0.405
H -1.86667 5.88589 -8.36768 0.401
H -2.52428 4.27242 -8.68241 0.309
H -1.26593 2.84780 -9.57704 0.375
H 0.48177 2.81503 -9.29005 0.227
H -0.19416 3.97286 -10.45026 0.275
```

Computed properties:
E_HOMO   -8.512 eV
2S+1   1
SMILES   CCCCCCCCN(CCCCCCCC)C(=S)SCCCCOC[C@H](I)NCCC(=O)O.COCCOCCOC.COCCOCCOC
Total energy   -3375.8690 a.u.